(1)
Density functional theory data (ωB97M-V/def2-TZVPD) for a structure of composition C31H37Cl2NO4PS3Se2Y.

The geometry in ORCA input format:
```
! RIJCOSX wB97M-V def2-TZVPD def2/J DEFGRID3
* xyz -2 1
Y -1.09755 -0.27073 0.31338
C 0.71887 -2.38146 2.86934
C 1.70921 -2.81888 1.79404
S 1.32595 -2.20706 0.13020
C 2.92649 -1.53329 -0.37686
C 3.49657 -0.39663 0.46184
S 2.35845 1.00498 0.65308
C 2.41404 1.25017 2.43929
C 1.97432 0.08007 3.31403
S 0.33612 -0.62494 2.96248
H 1.06780 -2.73608 3.84376
H -0.25631 -2.82000 2.65109
H 1.70419 -3.91008 1.76900
H 2.72544 -2.50762 2.04878
H 2.73852 -1.19845 -1.40034
H 3.67809 -2.32724 -0.44251
H 4.42381 -0.04907 -0.00102
H 3.76230 -0.75512 1.45763
H 1.75074 2.10064 2.60502
H 3.42251 1.54467 2.74583
H 1.97579 0.43011 4.34910
H 2.70167 -0.73163 3.26129
O 1.35675 -0.71089 -3.31871
C 0.58653 0.05728 -2.75134
O -0.13320 -0.21785 -1.72450
C 0.44653 1.50119 -3.25970
P -0.01453 2.52189 -1.80025
C 0.43824 4.22568 -2.33760
C 0.86186 5.11720 -1.35495
C 1.21089 6.42177 -1.68497
C 1.15642 6.84670 -3.00350
C 0.74170 5.96448 -3.99452
C 0.37998 4.66795 -3.66012
C -1.83350 2.66806 -1.98136
C -2.48001 3.72491 -1.33264
C -3.86058 3.82313 -1.34419
C -4.62681 2.85715 -1.98625
C -3.99886 1.79774 -2.61787
C -2.61042 1.70419 -2.61856
H -0.29372 1.52000 -4.06480
H 1.39663 1.83693 -3.67575
H 0.89869 4.77941 -0.32378
H 1.52859 7.10473 -0.90605
H 1.43442 7.86223 -3.26091
H 0.69264 6.28888 -5.02759
H 0.04190 3.99100 -4.43627
H -1.89477 4.45945 -0.79260
H -4.34219 4.64325 -0.82466
H -5.70814 2.91798 -1.97032
H -4.58121 1.01696 -3.09087
H -2.14372 0.84755 -3.08797
O -1.31369 2.82671 4.81847
C -2.31395 1.92464 4.30261
C -3.22253 2.59528 3.27623
C -4.11303 3.62051 4.00381
O -3.39321 4.63011 4.70333
C -4.17253 1.56582 2.64658
Se -3.45244 -0.11836 1.90921
C -2.43071 3.35968 2.20008
Se -0.69067 2.65367 1.62047
H -0.70136 2.93743 4.06335
H -2.89560 1.58617 5.16510
H -1.83120 1.05795 3.85457
H -4.76320 3.07977 4.70649
H -4.76093 4.12275 3.27602
H -2.53327 4.23445 4.92995
H -4.74222 2.07727 1.86660
H -4.89214 1.24558 3.40625
H -2.22274 4.36673 2.56257
H -3.06627 3.45601 1.31837
Cl -3.24522 -1.40020 -1.60210
C -3.17739 -3.04805 -0.97340
C -3.98858 -3.98990 -1.55026
C -3.94964 -5.31313 -1.10545
C -3.05752 -5.62114 -0.07960
C -2.25840 -4.65261 0.47898
Cl -1.15285 -5.15605 1.75650
C -2.24078 -3.24916 0.11660
N -1.51750 -2.31021 0.64068
H -4.65195 -3.69051 -2.35287
H -4.58511 -6.07094 -1.54367
H -2.97840 -6.63476 0.29600
*
```

DFT total energy in eV: -241008.3949
HOMO in eV: -0.97
Maximum force in eV Å⁻¹: 0.529
ΔE to the lowest compared entry with this formula, charge and spin in eV: 0.000

***

(2)
Density functional theory data (ωB97M-V/def2-TZVPD) for a cluster of 2 separate species, C2H3N5O2 in total at a distorted geometry.

The geometry in ORCA input format:
```
! RIJCOSX wB97M-V def2-TZVPD def2/J DEFGRID3
* xyz 0 1
N -0.71780 2.81734 -0.02155
C -0.73303 1.65724 0.08254
N -0.66723 0.35867 0.27975
N -1.61253 -0.40836 -0.10509
O -2.43474 -0.13563 -0.91394
O -1.61106 -1.62457 0.38592
H -0.66682 -1.95242 0.79768
N 0.95084 -1.84316 0.02431
C 1.33504 -0.76759 -0.05082
N 1.86646 0.37479 -0.26643
H 2.77078 0.36446 -0.56061
H 1.52008 1.15923 0.34824
*
```

SMILES string: N#C/N=[N+](\[O-])O.N#CN
DFT total energy in eV: -13662.2524
HOMO in eV: -10.64
Maximum force in eV Å⁻¹: 4.500
ΔE to the lowest compared entry with this formula, charge and spin in eV: 4.238